Record 1
Formula: C23H27N3O2S
Source: the Open Molecules 2025 dataset
Level of theory: wB97M-V/def2-TZVPD

```
56
Properties=species:S:1:pos:R:3:forces:R:3:nbo_charge:R:1
C -2.94362 2.51907 0.87095 -0.24 -0.12 -0.04 -0.41
C 1.00246 -0.95657 -3.96942 0.09 -0.08 -0.35 -0.27
N -0.49991 -1.25974 -1.88846 0.05 0.12 0.09 -0.30
H -1.08305 -0.81216 2.65810 -0.16 0.13 -0.03 0.42
H 3.14816 -1.07333 2.22278 0.06 0.02 0.05 0.21
C 3.11503 -1.79022 -0.37894 0.01 0.00 0.00 -0.23
H 3.77258 1.51312 -0.25193 0.01 0.11 0.07 0.20
H -3.02162 -1.11580 2.27898 -0.11 0.13 -0.07 0.24
O -1.46743 -1.73135 0.80648 0.11 -0.22 -0.03 -0.69
C 1.29171 -0.14876 1.64392 0.15 0.02 0.40 -0.40
H -4.57436 2.29018 2.27243 -0.05 -0.03 0.02 0.20
C -2.94371 1.00375 2.86964 -0.18 0.24 -0.08 -0.32
C -0.79189 -2.66698 -1.90193 -0.23 -0.53 -0.05 -0.42
C -0.98776 -0.31607 -1.01198 0.19 0.52 -0.08 0.03
H 2.20357 0.20740 -5.37070 0.14 -0.07 -0.19 0.23
H -4.34076 1.19189 -0.09412 0.06 0.00 -0.05 0.19
H 0.96481 0.67705 1.00816 -0.05 -0.04 -0.03 0.21
N -2.74295 0.10152 0.61820 -0.08 -0.03 0.04 -0.42
C -1.74912 -0.70261 0.18547 -0.11 -0.22 0.13 0.67
C 2.81585 -0.25459 1.58019 -0.32 0.02 -0.11 -0.41
H 4.22178 -1.20113 -3.51464 0.01 -0.01 -0.07 0.21
C 3.23201 -0.51448 0.15988 0.14 0.05 0.12 -0.02
H 1.05572 1.04432 3.44701 0.01 -0.15 0.03 0.23
H 1.12046 -0.71455 3.72876 0.05 0.09 0.00 0.19
C 1.58912 0.14863 -4.49417 -0.17 0.20 0.11 -0.38
C 0.31539 0.73348 -2.48320 0.27 -0.32 -0.42 -0.26
C -3.33335 -0.13417 1.92031 0.14 -0.25 0.46 -0.23
H -1.86459 2.66797 0.92885 0.06 0.05 -0.06 0.21
H -1.59737 -2.89213 -2.60731 0.06 -0.01 0.01 0.20
C 0.75417 0.06942 3.05843 0.21 0.06 -0.12 -0.22
H 3.37732 -3.03511 -2.09704 0.00 -0.09 -0.03 0.21
H -2.83355 1.40944 -1.00267 -0.13 -0.05 0.10 0.23
C 4.04450 0.26913 -1.96818 0.06 0.01 -0.10 -0.21
C -3.48243 2.31703 2.28694 0.28 0.10 0.10 -0.40
H 4.40530 1.07829 -2.58625 0.03 0.06 -0.04 0.21
C 3.93801 -1.00754 -2.49062 0.11 0.01 -0.06 -0.23
S 1.28637 1.61239 -3.61027 -0.19 -0.35 0.03 0.42
H -3.40194 0.82497 3.84889 0.04 -0.01 -0.05 0.24
H -3.38676 3.40878 0.42201 0.03 0.04 -0.03 0.22
C 0.27007 -0.62747 -2.80742 0.08 0.95 0.31 0.11
C 3.68863 0.51323 -0.65328 0.00 -0.05 0.06 -0.17
C -0.47625 0.93191 -1.34990 -0.27 -0.30 0.13 -0.27
H 1.09032 -1.94056 -4.39207 0.06 -0.17 -0.12 0.23
C -1.43098 1.15947 3.11382 -0.43 -0.39 0.13 0.68
H -4.42435 -0.14595 1.81268 0.08 -0.03 0.02 0.20
H -1.08668 -2.98316 -0.90349 0.08 0.01 -0.15 0.26
H -0.61737 1.85288 -0.82203 -0.13 0.14 0.19 0.23
O -0.95776 2.23986 3.40954 0.12 0.43 0.01 -0.65
H 2.75274 -2.59780 0.24163 -0.04 -0.10 0.09 0.21
C 3.46529 -2.03608 -1.69352 0.01 -0.10 -0.02 -0.20
H 0.85766 -1.06778 1.24391 -0.02 0.05 -0.08 0.22
N -0.69355 0.03461 3.04816 0.10 -0.33 0.00 -0.62
H 0.10293 -3.21194 -2.20139 0.00 0.00 0.01 0.21
H 3.26459 0.67142 1.94358 0.08 -0.01 0.05 0.21
C -3.25176 1.30118 -0.00290 0.01 0.54 -0.31 -0.22
H -3.16166 3.14563 2.91815 -0.10 -0.03 -0.01 0.24
```
Positions in Å, forces in eV/Å.

Output
* max |F|: 1.00 eV/A
* HOMO-LUMO gap: 8.6 eV
* calculated total energy: -43691.3483 eV
* ΔE to the lowest compared entry with this formula, charge and spin: 0.0 kJ/mol

***

Record 2
Formula: C44H55ClN9O4PS3Zr
Source: the Open Molecules 2025 dataset
Level of theory: wB97M-V/def2-TZVPD

```
118
Properties=species:S:1:pos:R:3:forces:R:3:lowdin_charge:R:1
C -5.42847 2.41431 1.12642 -0.09 0.04 -0.02 -0.05
C 4.21856 1.94881 3.47372 0.02 0.04 0.06 -0.09
H 0.30913 1.50185 5.68547 0.00 -0.02 0.00 0.10
H 2.46299 -1.62413 0.32515 -0.06 -0.02 -0.04 0.01
C -4.47625 -0.66886 -2.53416 -0.29 -0.17 -0.05 -0.01
H 1.81581 4.36895 1.86030 0.04 -0.04 0.08 0.11
C -0.58732 -4.98865 -1.57906 0.10 -0.17 -0.01 -0.08
C -2.52358 -1.65821 1.14926 -0.05 -0.01 0.04 -0.13
H 5.49025 -0.06510 -2.46527 -0.04 0.04 0.03 0.13
C -0.40470 2.28344 2.68547 0.33 0.47 0.23 -0.65
C -1.99517 -2.90599 0.42939 -0.05 0.02 -0.16 -0.65
H -5.61306 -1.96382 -3.82374 0.04 0.02 0.01 0.13
N 0.01885 3.54770 2.54686 0.04 -0.11 0.00 -0.16
C 1.10164 -5.98200 -2.98438 0.01 0.02 0.00 -0.06
C 5.10910 1.54885 1.28791 0.01 -0.02 -0.30 -0.24
H 2.17054 -3.04764 -1.72640 -0.03 -0.01 0.02 0.07
H -0.75741 2.90956 5.76339 -0.02 0.01 0.00 0.10
C -0.15906 -6.01841 -2.41233 -0.04 0.07 0.03 -0.05
H -7.27164 2.96020 -1.66844 0.05 -0.01 0.04 0.12
H 2.84893 -3.34175 0.25838 -0.02 -0.02 0.00 0.08
C -6.50336 2.80464 0.33116 0.03 -0.02 0.03 -0.06
H 1.82998 -4.56557 2.41371 -0.05 -0.03 -0.05 0.10
H -3.22972 -4.15492 -0.89843 0.01 0.04 0.01 0.08
N 4.88362 1.07893 -0.02997 0.11 -0.17 0.02 0.14
C -3.22561 -0.13276 -2.30629 0.11 0.35 0.39 -0.24
C 2.40227 -2.56176 0.87227 -0.04 -0.15 0.01 -0.13
C -2.31637 -1.26953 -4.05801 -0.08 -0.16 0.19 -0.10
H 1.40007 -2.22321 3.28063 -0.05 -0.03 -0.01 0.09
C -1.55022 0.65508 4.13835 0.16 0.15 0.00 -0.06
N 2.53182 0.83381 -0.02641 -0.20 -0.13 0.42 -0.27
C -6.44501 2.64162 -1.04521 0.04 -0.02 0.00 -0.05
P -0.21640 -2.55220 -0.12422 -0.08 -0.20 0.32 1.15
C 3.77443 1.21104 -2.12359 0.01 -0.09 0.28 -0.25
H -1.78333 -3.90198 2.37614 0.01 0.03 -0.02 0.07
C -0.48671 4.64019 3.38172 0.04 -0.09 -0.03 -0.02
N -0.72715 1.84832 3.91499 -0.14 -0.01 0.11 -0.18
H 0.76858 2.99615 4.86213 0.03 0.00 -0.03 0.09
C 4.81221 0.67438 -2.87609 0.06 -0.03 0.02 -0.01
N -1.86149 1.57414 -1.29792 -0.71 0.39 0.03 -0.14
C 1.49976 -3.87499 -1.89855 0.03 0.03 0.04 -0.14
C 0.23279 -3.89549 -1.30353 0.06 0.10 -0.07 -0.35
H -3.26768 -4.24080 1.50165 0.08 0.00 0.02 0.10
H -2.41444 -2.87551 -1.77386 0.04 0.07 0.03 0.06
H -0.93391 -0.24580 4.15707 0.01 0.00 0.00 0.08
H 4.15092 2.40842 -5.70549 0.00 -0.02 0.07 0.12
C -4.24878 1.67537 -0.83361 -0.01 0.02 -0.04 -0.20
N -0.94330 4.92395 -0.75387 -0.26 -0.05 -0.26 0.08
H -1.76814 -5.02604 1.01865 0.02 -0.01 -0.08 0.08
H -0.30072 -2.60749 3.04670 0.01 -0.01 -0.03 0.07
H -2.29890 0.55448 3.35971 -0.03 0.03 -0.01 0.06
H 3.39974 1.86289 4.18210 0.07 0.03 -0.07 0.10
H 5.63830 1.27139 -0.66706 0.08 0.01 -0.06 0.14
H -1.26704 4.28580 4.04657 -0.02 0.02 -0.03 0.09
N -2.14079 -0.49119 -2.99585 0.39 -0.07 -0.05 0.10
H 5.55401 2.90128 4.86048 -0.01 -0.03 -0.06 0.11
Cl 1.26486 -0.74976 -3.45963 0.14 -0.22 -0.57 0.77
C -2.89103 -3.12240 -0.82463 -0.02 0.03 0.09 -0.09
H 2.28555 3.17578 -4.23552 0.01 -0.04 0.05 0.12
H 7.10472 2.25155 0.91345 -0.07 -0.01 0.05 0.12
C 3.03081 2.47341 -3.87454 -0.03 -0.13 0.02 -0.12
O 2.33233 -0.65896 -4.36905 -0.36 0.19 0.46 -0.18
C 4.07838 1.43749 2.19109 -0.10 0.24 0.25 -0.46
S -0.65557 1.19098 1.38630 0.06 -0.74 -0.58 0.68
H 0.30774 5.10519 3.96714 0.01 -0.03 0.00 0.10
H -5.47216 2.54919 2.20035 -0.01 -0.01 -0.04 0.11
C 0.88095 3.98158 1.45103 0.05 0.12 0.52 -0.08
S 0.66555 2.97118 -1.53468 -0.45 -0.37 -0.48 0.74
C 0.97573 -2.96063 1.30618 -0.01 0.14 -0.08 -0.65
C -5.32439 2.06377 -1.62811 -0.01 0.11 -0.02 -0.03
C -4.29805 1.87053 0.54567 -0.02 -0.06 0.03 -0.03
H 5.73758 0.69352 -4.81249 -0.05 0.03 0.04 0.13
H 1.43496 -6.78516 -3.62976 -0.02 0.03 0.04 0.11
O 0.46929 0.54011 -3.38221 0.34 -0.84 -0.55 -0.48
O 1.75272 -0.77217 -2.02327 -0.22 -0.43 -0.76 -0.52
N -1.97060 2.91533 -0.89123 0.04 -0.50 -0.09 0.01
Zr 0.16270 0.48928 -1.23544 0.13 1.92 1.50 1.50
H -5.30683 -0.41069 -1.89342 0.02 -0.01 -0.05 0.13
O 0.41299 -1.85800 -3.68362 0.52 0.51 0.03 -0.25
S 2.63123 0.57825 1.71805 -0.44 0.05 -0.29 1.00
C 1.04731 -4.45096 1.65540 0.06 -0.02 0.08 -0.07
H 2.92527 -4.85833 -3.15252 -0.04 0.00 0.01 0.11
H -3.78603 -2.50882 -0.72753 0.00 -0.02 0.00 0.07
C -3.04753 1.03769 -1.41585 0.10 -0.05 -0.16 -0.16
C 4.06200 2.03675 -4.69241 -0.04 0.03 -0.04 -0.03
H -0.21786 5.51747 -1.11832 -0.01 0.01 -0.11 0.10
C 5.42558 2.52747 3.85222 -0.04 -0.03 -0.04 -0.06
H 3.01996 -2.45743 1.76688 -0.02 -0.02 -0.04 0.08
C -2.18870 -4.09251 1.38422 -0.15 0.00 -0.02 -0.08
H 1.32881 -5.06472 0.80049 -0.01 0.02 -0.03 0.09
N 2.88242 2.05342 -2.61838 0.28 -0.07 -0.26 0.00
C 0.57518 -2.17311 2.56326 0.04 0.00 0.01 -0.12
H 1.09475 3.15115 0.79717 0.09 -0.11 0.13 -0.03
H -3.64348 -2.40432 -5.30503 0.01 0.03 0.05 0.12
H -1.44880 -1.51123 -4.64831 0.02 0.02 0.00 0.10
H 7.40179 3.08379 3.22156 -0.05 -0.02 -0.01 0.12
C -4.64314 -1.53128 -3.61160 -0.13 0.01 0.07 -0.01
H -2.48494 -0.76891 0.51977 0.01 0.02 -0.09 0.02
H 0.36777 -1.12027 2.36931 0.05 -0.03 -0.08 -0.01
H -3.57589 -1.82243 1.40273 0.07 -0.02 0.03 0.10
C -0.88636 3.59011 -1.04100 -0.01 0.21 0.08 -0.81
H -3.44199 1.59421 1.15032 -0.02 0.02 -0.01 0.07
H -1.86727 5.32297 -0.69865 -0.05 0.05 -0.05 0.12
C 4.94612 1.09546 -4.19100 0.07 -0.01 0.00 -0.03
H -7.38417 3.24107 0.78620 0.05 -0.02 -0.02 0.11
H -0.82037 -6.85504 -2.60360 0.03 0.04 0.02 0.11
H -1.56366 -5.07861 -1.13824 0.02 -0.01 0.02 0.07
C 1.93359 -4.90253 -2.71859 -0.04 -0.05 -0.01 -0.06
C 6.46261 2.62907 2.93394 -0.01 0.00 0.02 -0.06
H -2.04745 0.76427 5.10061 0.01 0.02 0.01 0.10
C -0.06744 2.35774 5.12540 -0.09 -0.11 -0.15 -0.03
C 6.30154 2.15572 1.63797 0.08 0.03 0.01 0.00
H -0.91151 5.39294 2.71638 0.02 0.01 0.00 0.10
H -5.27678 1.95275 -2.70552 0.00 -0.02 0.06 0.13
C 3.66463 0.98339 -0.63265 0.17 0.27 -0.29 -0.34
C -3.55782 -1.79157 -4.41688 0.10 -0.04 -0.10 -0.01
H 0.38584 4.76965 0.88170 0.18 -0.20 0.32 0.06
H -1.98138 -1.43301 2.06617 0.03 -0.02 -0.02 0.04
H 0.12936 -4.84316 2.07874 -0.03 0.00 0.03 0.06
```
Positions in Å, forces in eV/Å.

Output
* max |F|: 2.44 eV/A
* HOMO-LUMO gap: 6.2 eV
* total charge: +2
* calculated total energy: -123700.8378 eV
* ΔE to the lowest compared entry with this formula, charge and spin: 220.6 kJ/mol

***

Record 3
Formula: C13H14N4O2Pd
Source: the Open Molecules 2025 dataset
Level of theory: wB97M-V/def2-TZVPD

```
34
Properties=species:S:1:pos:R:3:forces:R:3:nbo_charge:R:1
C 2.17777 -0.26655 2.73029 0.02 0.01 0.01 -0.72
N -1.09604 -3.49145 -0.27238 0.02 0.03 0.01 -0.81
H -2.58559 1.66866 2.07426 0.00 0.01 0.01 0.23
C 1.74785 0.16070 1.37468 -0.07 -0.06 0.01 0.65
H 2.27217 0.58766 3.39962 0.00 0.00 0.00 0.24
H -1.12940 -3.91955 -1.17979 0.00 0.01 0.00 0.40
C 1.20426 -2.87309 -0.77514 0.02 0.00 0.01 -0.55
N -0.69968 0.25197 -2.43858 0.09 0.07 0.05 -0.65
H 1.72370 2.28047 -0.27719 -0.03 -0.03 0.05 0.24
C -0.56834 0.98713 1.88709 -0.02 -0.04 0.01 -0.20
H -2.37541 3.37306 0.29381 0.01 0.01 0.03 0.26
C 1.12210 -1.85027 -1.90331 0.01 0.01 -0.12 -0.43
H 0.30193 -2.05846 -2.58696 0.01 -0.01 -0.02 0.20
C -1.37068 1.15891 -2.76209 -0.04 -0.09 0.06 0.62
H 2.08505 -2.70787 -0.15796 -0.01 0.02 -0.02 0.24
H 1.28721 -3.87199 -1.21727 -0.02 -0.02 0.04 0.22
C -2.97437 2.70587 -2.44066 -0.06 -0.07 -0.08 0.44
O 2.28673 -0.29108 0.36151 0.05 0.04 0.00 -0.58
H -1.95863 -3.34891 0.22551 0.00 0.00 -0.01 0.41
C -0.31463 2.93981 -0.08823 -0.04 0.03 0.00 -0.19
N -3.76523 3.27723 -1.81775 0.03 0.03 0.02 -0.48
H 1.39635 -0.92360 3.12178 0.00 0.00 -0.02 0.27
H 2.05954 -1.79953 -2.46013 0.00 -0.01 0.00 0.20
H -0.68018 0.19796 2.61851 0.01 0.01 0.00 0.23
C -0.00400 -2.80327 0.13773 -0.03 0.05 0.06 0.70
C 0.76658 2.11990 0.21264 0.03 0.07 -0.08 -0.29
C -1.52201 2.77072 0.57375 0.02 -0.02 0.02 -0.18
N -2.08235 2.11030 -3.21824 0.02 0.08 -0.04 -0.67
C -1.63976 1.80321 1.56682 0.02 0.02 -0.03 -0.17
C 0.62924 1.12230 1.18961 0.03 0.03 0.04 -0.11
Pd 0.82421 -0.03292 -1.16353 -0.08 -0.08 -0.05 0.68
H 3.10761 -0.82518 2.66735 0.00 0.00 0.01 0.25
O -0.00584 -2.15439 1.17521 0.02 -0.05 0.00 -0.67
H -0.22015 3.70225 -0.85095 0.01 -0.01 0.01 0.24
```
Positions in Å, forces in eV/Å.

Output
* max |F|: 0.12 eV/A
* HOMO-LUMO gap: 8.2 eV
* calculated total energy: -27242.5557 eV
* ΔE to the lowest compared entry with this formula, charge and spin: 21.2 kJ/mol